# 1
Below is one molecule with the formula C4H8N2O, with properties calculated with wB97M-V/def2-TZVPD.

Results
E_LUMO (alpha / beta) in eV: 0.7 / 0.7
E_HOMO (alpha / beta) in eV: -7.1860 / -7.1864
Kohn-Sham gap (alpha / beta) in Ha: 0.2912 / 0.2913
Charge: 0

Bonds (Å) are listed after each position.
Positions of all 15 atoms, in Å:
1 C 1.8570 0.3368 0.0168  N2 1.373, H8 1.089, H9 1.089
2 N 0.6197 0.1691 0.5882  C1 1.373, C3 1.419, H11 1.016
3 C -0.4008 -0.3611 -0.2425  N2 1.419, C4 1.514, C6 1.620, H12 1.096
4 C -1.7563 -0.3814 0.4313  C3 1.514, O5 1.411, H13 1.092, H14 1.104
5 O -1.8238 -1.3296 1.4741  C4 1.411, H15 0.966
6 C -0.3574 0.4610 -1.6383  C3 1.620, N7 1.220
7 N 0.7386 0.9311 -1.8937  C6 1.220, H10 1.001
8 H 2.5155 1.0272 0.5410  C1 1.089
9 H 2.3285 -0.5776 -0.3402  C1 1.089
10 H 1.6567 1.3276 -1.9355  N7 1.001
11 H 0.3041 1.0057 1.0708  N2 1.016
12 H -0.1324 -1.3711 -0.5743  C3 1.096
13 H -2.5147 -0.6571 -0.3041  C4 1.092
14 H -2.0027 0.6334 0.7912  C4 1.104
15 H -1.0319 -1.2139 2.0153  O5 0.966

---

# 2
Below is an isolated ion of composition C5H10BO4 and charge -1, with properties calculated with wB97M-V/def2-TZVPD.

Results
E_LUMO in eV: 3.5
E_HOMO in eV: -4.3528
Kohn-Sham gap in Ha: 0.2892
Charge: -1

Bonds (Å) are listed after each position.
Positions of all 20 atoms, in Å:
1 O 3.6353 -0.6411 0.0358  C2 1.356
2 C 2.4349 -0.7802 -0.5785  O1 1.356, O3 1.478, C4 1.671
3 O 1.9510 -2.0760 -1.1003  C2 1.478, H11 1.019
4 C 1.5261 0.6209 -0.6464  C2 1.671, C5 1.639, H12 1.189, H13 1.170
5 C 0.8759 0.8408 0.8421  C4 1.639, C6 1.639, H14 1.188, H15 1.182
6 C -0.7591 0.7524 0.9095  C5 1.639, C7 1.671, O10 1.475, H16 1.182
7 C -1.1573 -0.8625 0.7446  C6 1.671, O8 1.501, H17 1.188, H18 1.193
8 O -1.4401 -0.8089 -0.7282  C7 1.501, B9 1.505
9 B -2.3759 0.3685 -0.7834  O8 1.505, O10 1.505, H19 1.184, H20 1.178
10 O -1.5819 1.4475 -0.0983  C6 1.475, B9 1.505
11 H 0.9362 -1.9825 -1.0833  O3 1.019
12 H 2.2349 1.5311 -0.9351  C4 1.189
13 H 0.7537 0.4611 -1.5109  C4 1.170
14 H 1.2995 -0.0013 1.5649  C5 1.188
15 H 1.2749 1.8800 1.2394  C5 1.182
16 H -1.0249 1.1010 2.0072  C6 1.182
17 H -2.2321 -1.1612 1.1532  C7 1.188
18 H -0.2797 -1.6003 1.0754  C7 1.193
19 H -3.4099 0.1178 -0.2630  B9 1.184
20 H -2.6615 0.7930 -1.8447  B9 1.178

---

# 3
Below is an isolated ion of composition C6H12NO and charge -1, with properties calculated with wB97M-V/def2-TZVPD.

Results
E_LUMO in eV: 3.7
Structure (SMILES): C=CCC[C@@H](N)C[O-]
E_HOMO in eV: -2.2706
Kohn-Sham gap in Ha: 0.2180
Charge: -1

Bonds (Å) are listed after each position.
Positions of all 20 atoms, in Å:
1 C -2.9938 1.1208 1.3867  C2 1.391, H9 1.105, H10 1.093
2 C -1.6867 0.9938 0.9293  C1 1.391, C3 1.481, H11 1.107
3 C -0.8126 -0.1862 1.1224  C2 1.481, C4 1.492, H12 1.170, H13 1.106
4 C -0.2831 -0.6594 -0.1902  C3 1.492, C5 1.553, H14 1.055, H15 1.119
5 C 1.0224 0.0555 -0.6337  C4 1.553, N6 1.480, C7 1.644, H16 1.152
6 N 2.1210 0.2256 0.3428  C5 1.480, H17 0.961, H18 0.978
7 C 1.7048 -0.7871 -1.8699  C5 1.644, O8 1.283, H19 1.197, H20 1.169
8 O 0.8181 -1.4059 -2.5611  C7 1.283
9 H -3.5150 0.4342 2.0775  C1 1.105
10 H -3.6595 1.9587 1.1647  C1 1.093
11 H -1.1914 1.7570 0.2979  C2 1.107
12 H 0.1156 0.0055 1.8087  C3 1.170
13 H -1.5461 -0.9358 1.4746  C3 1.106
14 H -0.8613 -0.4125 -1.0377  C4 1.055
15 H -0.0742 -1.7583 -0.1477  C4 1.119
16 H 0.7261 1.1070 -0.9996  C5 1.152
17 H 2.2873 -0.6012 0.8029  N6 0.961
18 H 2.9289 0.6286 -0.0322  N6 0.978
19 H 2.3816 -0.0558 -2.5323  C7 1.197
20 H 2.5179 -1.4845 -1.4030  C7 1.169

---

# 4
Below is a 3-piece molecular cluster, C24H36F3N3OPS overall, with properties calculated with wB97M-V/def2-TZVPD.

Results
E_LUMO in eV: -4.1
E_HOMO in eV: -11.1211
Kohn-Sham gap in Ha: 0.2584
Charge: +1

Bonds (Å) are listed after each position.
Positions of all 69 atoms, in Å:
1 C -2.7675 1.0006 3.3594  C2 1.535, H20 1.080, H21 1.091, H22 1.089
2 C -2.9285 2.2337 2.4587  C1 1.535, C3 1.528, H23 1.090, H24 1.092
3 C -3.7042 1.9698 1.1685  C2 1.528, C4 1.542, H25 1.094, H26 1.089
4 C -3.1588 0.8366 0.2760  C3 1.542, C5 1.533, H27 1.090, H28 1.092
5 C -1.6328 0.6897 0.2774  C4 1.533, C6 1.522, H29 1.090, H30 1.089
6 C -1.0841 0.0712 -1.0001  C5 1.522, C7 1.549, H31 1.091, H32 1.090
7 C -0.8377 1.0388 -2.1839  C6 1.549, C8 1.525, H33 1.087, H34 1.091
8 C -0.6230 2.5224 -1.9048  C7 1.525, N9 1.514, H35 1.087, H36 1.087
9 N 0.7618 3.1019 -1.7070  C8 1.514, C10 1.517, N14 1.469, P17 1.911
10 C 1.2650 3.2594 -0.2843  N9 1.517, C11 1.540, H37 1.085, H38 1.088
11 C 2.2089 2.2048 0.3220  C10 1.540, C12 1.509, F13 1.404, H39 1.088
12 C 1.6163 0.9703 0.9571  C11 1.509, H40 1.084, H41 1.086, H42 1.089
13 F 2.7831 2.9414 1.3709  C11 1.404
14 N 0.6915 4.4664 -2.2453  N9 1.469, C15 1.239
15 C -0.0472 5.2850 -1.6811  N14 1.239, S16 1.535
16 S -0.9621 6.2995 -0.9809  C15 1.535
17 P 2.0096 2.4482 -2.9986  N9 1.911, N18 1.683, O19 1.602
18 N 2.4312 0.9425 -2.3763  P17 1.683, H43 1.013, H44 1.011
19 O 3.2618 3.3758 -2.6265  P17 1.602, H45 0.969
20 H -2.6462 0.0804 2.8064  C1 1.080
21 H -1.8781 1.1246 3.9788  C1 1.091
22 H -3.5989 0.9074 4.0562  C1 1.089
23 H -3.4530 2.9966 3.0339  C2 1.090
24 H -1.9429 2.6567 2.2528  C2 1.092
25 H -3.6993 2.8932 0.5827  C3 1.094
26 H -4.7364 1.7574 1.4420  C3 1.089
27 H -3.5914 -0.1067 0.6092  C4 1.090
28 H -3.5130 1.0121 -0.7418  C4 1.092
29 H -1.1740 1.6508 0.5081  C5 1.090
30 H -1.3524 0.0433 1.1077  C5 1.089
31 H -1.8242 -0.6554 -1.3397  C6 1.091
32 H -0.1966 -0.5385 -0.8281  C6 1.090
33 H -0.0988 0.6009 -2.8493  C7 1.087
34 H -1.7441 1.0147 -2.7899  C7 1.091
35 H -1.2847 2.8464 -1.1050  C8 1.087
36 H -0.9848 3.0285 -2.7957  C8 1.087
37 H 1.8539 4.1696 -0.2482  C10 1.085
38 H 0.4102 3.3550 0.3824  C10 1.088
39 H 3.0559 1.9679 -0.3184  C11 1.088
40 H 0.7084 1.1991 1.5030  C12 1.084
41 H 1.5013 0.1513 0.2535  C12 1.086
42 H 2.3446 0.6297 1.6920  C12 1.089
43 H 2.5627 0.2564 -3.1098  N18 1.013
44 H 1.8397 0.5748 -1.6435  N18 1.011
45 H 3.8169 3.0161 -1.9176  O19 0.969
46 F -1.8664 -1.8615 2.9805  C47 1.360
47 C -2.5503 -2.9096 3.5118  F46 1.360, C48 1.379, C52 1.379
48 C -2.1810 -4.1904 3.1598  C47 1.379, C49 1.387, H53 1.082
49 C -2.8795 -5.2571 3.7062  C48 1.387, C50 1.388, H54 1.081
50 C -3.9312 -5.0279 4.5825  C49 1.388, C51 1.388, H55 1.081
51 C -4.2845 -3.7284 4.9179  C50 1.388, C52 1.387, H56 1.081
52 C -3.5881 -2.6542 4.3831  C47 1.379, C51 1.387, H57 1.082
53 H -1.3615 -4.3460 2.4708  C48 1.082
54 H -2.6006 -6.2691 3.4469  C49 1.081
55 H -4.4744 -5.8623 5.0040  C50 1.081
56 H -5.1052 -3.5480 5.5984  C51 1.081
57 H -3.8420 -1.6341 4.6373  C52 1.082
58 F 2.3631 -2.5220 -4.3480  C59 1.354
59 C 3.6478 -2.7240 -3.9712  F58 1.354, C60 1.380, C64 1.381
60 C 4.6257 -2.8311 -4.9388  C59 1.380, C61 1.387, H65 1.082
61 C 5.9402 -3.0265 -4.5410  C60 1.387, C62 1.388, H66 1.081
62 C 6.2586 -3.1198 -3.1928  C61 1.388, C63 1.387, H67 1.081
63 C 5.2594 -3.0130 -2.2367  C62 1.387, C64 1.388, H68 1.082
64 C 3.9427 -2.8095 -2.6252  C59 1.381, C63 1.388, H69 1.083
65 H 4.3571 -2.7648 -5.9847  C60 1.082
66 H 6.7177 -3.1081 -5.2879  C61 1.081
67 H 7.2844 -3.2774 -2.8892  C62 1.081
68 H 5.5026 -3.0905 -1.1858  C63 1.082
69 H 3.1493 -2.7206 -1.8935  C64 1.083

---

- Look up the charge of the first one.
  0